No. 1
# C18H21F12N7O12S4Zn2

A structure of composition C18H21F12N7O12S4Zn2 in a non-equilibrium geometry (wB97M-V/def2-TZVPD, the OMol25 dataset).

Atoms and positions in Å:
Zn: -2.59825 1.79718 1.09735
Zn: 0.02369 1.65380 -3.12792
C: -4.18012 3.26507 -2.77127
F: -4.30749 1.97194 -3.10451
F: -4.13437 3.92329 -3.97186
F: -5.19212 3.51875 -2.02709
S: -2.51733 3.56330 -1.77066
O: -2.63352 2.89933 -0.46942
O: -1.45718 2.87255 -2.51783
O: -2.30020 5.01127 -1.79381
C: 3.43828 -1.25826 -3.86846
F: 2.97085 -1.47834 -2.61279
F: 4.74487 -1.22523 -3.88532
F: 2.90976 -2.16335 -4.63478
S: 2.79470 0.51524 -4.47456
O: 1.55024 0.65471 -3.75122
O: 3.72651 1.56538 -3.97906
O: 2.75466 0.50389 -5.96753
C: -4.10383 -1.67668 3.60982
F: -3.30772 -2.48959 2.86676
F: -5.23667 -1.40300 2.90013
F: -4.35815 -2.24368 4.86045
S: -3.17596 -0.02204 3.93054
O: -4.08206 0.92306 4.65121
O: -1.95965 -0.39861 4.69485
O: -2.76546 0.54883 2.64567
C: 0.51861 -1.37517 0.13099
F: 0.51004 -1.71987 1.44522
F: 1.70559 -1.76753 -0.35290
F: -0.51752 -1.99484 -0.49792
S: 0.33102 0.53243 0.04393
O: 0.35400 1.00649 -1.35885
O: -1.01125 0.80677 0.64439
O: 1.30720 1.11682 0.94085
C: 4.08382 3.37267 1.65814
C: 5.52261 3.04600 1.31899
N: 6.66211 2.87408 1.15511
H: 3.90372 3.53358 2.72105
H: 3.32112 2.86307 1.06933
H: 3.91173 4.35360 1.21513
C: -2.55061 -2.47033 -2.77106
C: -1.77847 -1.22802 -3.04491
N: -1.25758 -0.18387 -3.24427
H: -3.57962 -2.30158 -3.08849
H: -2.60277 -2.43482 -1.68289
H: -2.09103 -3.35374 -3.21430
C: -5.89552 -0.25456 -1.24919
C: -4.64291 0.07888 -0.60483
N: -3.65520 0.32766 -0.07435
H: -6.77541 0.20548 -0.79947
H: -5.96655 -1.33444 -1.11914
H: -5.88604 0.13388 -2.26759
C: -0.38909 -3.65891 4.32707
C: -0.51184 -5.10495 4.72913
N: -0.63318 -6.21997 5.04951
H: -0.00350 -3.15999 5.21618
H: -1.39711 -3.29114 4.13540
H: 0.33244 -3.54562 3.51796
C: 4.51587 -4.30363 0.00004
C: 4.95185 -4.83167 1.31107
N: 5.31878 -5.25715 2.33497
H: 5.05700 -3.45677 -0.42199
H: 3.46154 -4.10034 -0.18747
H: 4.70163 -5.13145 -0.68428
C: 2.03805 5.91344 -2.42495
C: 1.63891 4.51503 -2.58119
N: 1.25451 3.42376 -2.74394
H: 2.88980 6.03589 -3.09401
H: 2.03450 6.40369 -1.45143
H: 1.26508 6.48270 -2.94123
C: 1.95332 -0.45683 3.51294
C: 2.39403 -1.71772 4.12282
N: 2.75166 -2.76510 4.58734
H: 0.92977 -0.23435 3.81454
H: 2.16877 -0.36223 2.44864
H: 2.75263 0.16170 3.92114

Force components x, y, z for each atom (eV/Å):
0.5 -0.9 -1.5
0.6 0.2 -0.6
2.2 -0.8 -1.8
0.6 -0.5 0.1
-0.2 -0.2 2.3
-1.3 1.4 0.8
2.0 2.6 -2.5
-1.2 0.6 0.8
-1.5 0.0 -0.2
-1.2 -2.5 0.7
-1.5 3.1 0.3
0.6 0.1 -0.3
0.2 -0.6 0.0
0.2 -1.1 -0.7
5.0 2.7 -3.1
-2.7 -0.9 0.3
-1.2 -2.4 -0.3
-0.8 -1.0 3.3
-0.5 -1.2 0.4
-1.2 1.4 1.3
1.7 -0.4 1.5
0.4 1.5 -3.2
0.2 0.7 0.3
1.5 -1.7 -0.5
-1.6 0.5 -0.2
-0.8 -0.5 1.0
0.5 -0.4 0.5
-0.6 0.3 -1.3
-1.5 0.6 0.1
1.3 0.7 0.6
-0.1 3.0 0.2
0.5 -2.0 3.7
0.7 -1.3 -0.5
-0.1 -1.2 -1.3
1.0 1.1 -1.3
0.3 -0.2 0.5
-2.1 0.2 0.1
0.0 -0.7 -0.1
0.3 -1.0 0.6
0.4 0.5 0.1
0.3 1.6 0.3
1.4 3.5 -1.3
-2.0 -3.8 0.6
0.1 -0.2 -0.5
0.2 -0.8 0.1
-0.1 0.1 0.3
0.0 -0.1 0.0
-0.1 0.6 0.4
-0.7 0.2 0.2
0.3 0.1 0.5
-0.4 -0.1 -0.6
0.2 -0.6 -0.2
-0.1 -1.4 1.1
-0.1 -1.2 0.1
0.2 2.3 -0.7
0.1 0.2 -0.2
0.2 0.0 -0.3
-0.3 0.0 0.0
0.2 -0.9 -0.8
0.2 0.1 1.7
-0.8 0.9 -2.2
0.3 0.0 0.6
-0.1 0.0 0.9
0.2 0.0 -0.2
-0.7 0.2 -1.4
-1.2 -2.4 0.4
0.8 2.8 0.2
0.5 0.3 0.7
0.7 -0.8 0.2
-0.3 -0.1 -0.2
1.7 -0.4 0.6
1.2 -5.3 1.3
-1.7 5.0 -2.0
0.3 0.4 -0.1
-0.5 -0.5 0.2
-0.7 1.1 0.4

**Spin multiplicity**: 2
**Orbital gap (alpha / beta)**: 6.14 / 1.38 eV
**Calculated total energy**: -226780.598 eV
**HOMO level (alpha / beta)**: -11.35 / -11.35 eV
**Maximum force**: 6.5 eV/Å
**Charge**: +1
**Energy relative to the best compared isomer or geometry (same formula, charge and spin)**: 62.46 kcal per mole

=====

No. 2
# C18H21F24NO6S2

A cluster of 4 separate species, C18H21F24NO6S2 in total in a non-equilibrium geometry (wB97M-V/def2-TZVPD, the OMol25 dataset).

Atoms and positions in Å:
C: 6.26530 -2.44257 0.06422
C: 4.97289 -2.80005 -0.64500
S: 3.54814 -2.07030 0.17965
C: 4.04654 -0.33234 0.08844
O: 4.38387 -0.03093 -1.25179
S: 5.35621 1.29652 -1.40531
O: 6.41309 1.17488 -0.47050
O: 5.99355 0.89099 -2.86849
N: 7.28041 0.24800 -2.78155
H: 6.95709 -3.23719 -0.01890
H: 6.07938 -2.26703 1.09469
H: 6.69222 -1.57751 -0.35962
H: 5.02934 -2.43014 -1.63697
H: 4.83990 -3.84879 -0.67360
H: 3.20037 0.22486 0.42180
H: 4.85401 -0.18071 0.75954
H: 7.53122 0.08141 -3.72917
H: 7.16733 -0.63801 -2.33419
C: -0.29001 3.17163 -1.07656
C: 0.80497 4.20719 -1.38471
C: 0.92202 4.71986 -2.82228
F: 1.17850 3.72350 -3.69197
F: 1.94828 5.60185 -2.88241
F: 1.99701 3.73545 -0.96514
F: 0.51599 5.30078 -0.62869
O: 0.07445 1.80593 -1.05517
C: 0.12278 1.04779 -2.18255
C: 1.54264 0.59757 -2.51108
F: 2.35995 1.66107 -2.64221
F: 1.53392 -0.07603 -3.68096
F: -0.47310 1.66445 -3.21709
F: -0.59573 -0.06356 -1.91019
H: -0.58590 3.36594 -0.04944
H: -1.18296 3.33495 -1.67670
H: 0.00292 5.23395 -3.11930
H: 1.92164 -0.05431 -1.72511
C: -2.66797 -2.44505 -1.53535
C: -1.82152 -3.72811 -1.48248
C: -2.48717 -5.03991 -1.90450
F: -3.55265 -5.33383 -1.13284
F: -1.58632 -6.04385 -1.77212
F: -1.28246 -3.85947 -0.25475
F: -0.79711 -3.54323 -2.35869
O: -3.27648 -1.99850 -0.33538
C: -4.46890 -2.49306 0.09206
C: -4.31457 -3.27914 1.39422
F: -3.41835 -4.27000 1.25270
F: -5.50907 -3.82600 1.71498
F: -5.08017 -3.21537 -0.86196
F: -5.26228 -1.43811 0.36717
H: -1.96557 -1.65214 -1.76403
H: -3.38203 -2.46829 -2.35676
H: -2.79997 -4.98893 -2.95172
H: -3.98763 -2.61382 2.19657
C: -3.32192 3.06561 4.08848
C: -2.82078 3.02784 2.63528
C: -3.63003 2.21405 1.62468
F: -3.70102 0.91536 1.96698
F: -3.00758 2.29349 0.42127
F: -1.53126 2.63307 2.61288
F: -2.85714 4.31180 2.18276
O: -2.74293 2.16128 5.00770
C: -3.19702 0.87820 5.11150
C: -2.14444 -0.13023 4.64947
F: -1.75021 0.13258 3.39136
F: -2.68939 -1.36619 4.67664
F: -4.36355 0.71360 4.46575
F: -3.42097 0.63979 6.41494
H: -3.02589 4.04154 4.46307
H: -4.40886 3.03878 4.13743
H: -4.64242 2.61550 1.52207
H: -1.27594 -0.09639 5.31028

Force components x, y, z for each atom (eV/Å):
-0.8 -0.5 -0.2
0.4 0.9 0.9
-0.6 0.0 -0.2
-0.4 -1.4 -0.2
0.5 0.1 -0.3
-0.7 0.7 -2.0
1.1 -0.3 1.6
-0.4 -0.3 0.1
0.3 0.9 0.8
0.9 -0.9 -0.1
0.0 0.2 1.0
0.6 1.2 -0.3
-0.3 0.2 -1.1
-0.4 -1.1 0.0
-0.7 0.6 0.2
0.9 0.3 0.4
-0.1 0.0 -0.9
-0.4 -0.7 0.3
-0.5 0.1 0.3
0.2 -0.6 0.1
0.0 0.3 -0.1
-0.1 0.0 0.1
-0.1 -0.1 0.0
0.1 0.0 0.0
-0.2 0.2 0.0
0.7 0.3 0.1
-0.5 0.4 0.2
0.3 -0.2 -0.1
-0.1 0.0 0.0
-0.1 0.0 -0.1
0.0 -0.1 -0.2
0.0 -0.3 -0.2
0.1 0.1 0.1
0.1 0.1 -0.2
0.0 0.0 0.0
0.0 -0.1 0.1
-0.1 0.4 -0.3
-0.2 0.2 0.6
0.1 -0.2 -0.2
0.1 0.0 -0.1
0.0 0.1 0.0
0.1 -0.1 0.0
0.0 0.0 -0.2
0.4 -0.3 0.1
0.1 0.1 -0.3
-0.1 0.0 0.3
0.0 -0.1 0.0
-0.1 0.0 0.0
-0.2 -0.1 0.0
-0.3 0.2 0.1
0.1 -0.1 0.0
-0.1 -0.2 0.0
0.0 0.0 0.0
0.0 0.0 0.0
-0.3 0.4 0.3
0.3 -0.3 0.4
-0.2 0.0 -0.3
0.0 0.1 -0.1
0.0 0.0 0.0
0.1 0.1 -0.1
-0.2 0.1 -0.1
0.3 0.0 -0.4
-0.1 0.3 0.0
0.2 -0.2 0.0
0.1 -0.1 0.0
0.0 -0.1 0.0
-0.1 -0.2 0.0
-0.1 -0.1 0.3
0.1 0.1 0.0
-0.1 -0.1 -0.2
0.0 0.0 0.0
0.0 0.0 0.0

**Orbital gap**: 9.39 eV
**Calculated total energy**: -119669.066 eV
**HOMO level**: -9.00 eV
**Maximum force**: 2.2 eV/Å

=====

No. 3
# C18H21F6N4O7PS3

A structure of composition C18H21F6N4O7PS3 in a non-equilibrium geometry (wB97M-V/def2-TZVPD, the OMol25 dataset).

Atoms and positions in Å:
C: -0.65047 3.25155 -5.75100
C: -1.51744 2.50193 -5.43389
C: -2.50761 1.51344 -5.06495
C: -2.09016 0.13350 -5.59798
C: -2.60238 -1.06639 -4.78300
N: -2.77662 -0.81763 -3.33739
C: -3.96850 -1.06334 -2.72718
C: -3.83415 -0.77762 -1.41723
P: -5.18797 -0.96363 -0.23239
O: -4.82936 -0.18986 1.12263
O: -5.17433 -2.52525 0.15985
S: -6.85955 -0.46276 -0.97307
N: -2.52275 -0.35732 -1.24988
C: -1.89522 0.03389 0.05943
N: -1.81259 1.45020 0.28510
C: -1.88529 -0.38914 -2.42680
C: -0.46094 -0.06577 -2.78146
O: 0.13683 0.85412 -1.91940
C: 1.33162 0.40896 -1.32989
C: 2.36471 -0.11299 -2.07602
C: 3.49205 -0.56726 -1.42359
C: 3.60708 -0.50878 -0.05298
C: 2.58152 0.05348 0.68241
C: 1.45819 0.51204 0.03006
H: 0.15855 3.89546 -5.97432
H: -3.44413 1.80189 -5.53389
H: -2.62253 1.55465 -3.98643
H: -2.52507 0.03364 -6.58491
H: -1.01843 0.05182 -5.73287
H: -3.56731 -1.37837 -5.15620
H: -1.93033 -1.90975 -4.89290
H: -4.83753 -1.41748 -3.24026
H: -4.29728 -0.76811 1.68974
H: -4.27326 -2.83307 0.34842
H: -0.91707 -0.42709 0.04760
H: -2.44715 -0.44275 0.84962
H: -1.67581 1.94342 -0.58772
H: -2.71645 1.76520 0.63017
H: 0.07913 -1.01039 -2.84453
H: -0.47875 0.35731 -3.78419
H: 2.29435 -0.18141 -3.15052
H: 4.29709 -0.98018 -2.01229
H: 4.46850 -0.88197 0.47059
H: 2.60746 0.15130 1.75080
H: 0.65216 0.95427 0.59249
C: 4.00920 -2.04145 7.87161
F: 4.50177 -3.25462 8.12505
F: 2.67163 -2.11995 7.91613
F: 4.40475 -1.21892 8.84894
S: 4.59326 -1.46326 6.22811
O: 4.05985 -2.41705 5.29558
O: 6.02041 -1.40704 6.34278
N: 3.84942 -0.05988 6.25417
S: 4.03369 0.88721 5.00660
O: 3.40663 0.42347 3.79569
O: 5.32349 1.49270 4.85797
C: 2.94449 2.24604 5.59200
F: 3.38833 2.77190 6.73569
F: 1.68867 1.81840 5.79362
F: 2.90158 3.21872 4.67626

Force components x, y, z for each atom (eV/Å):
0.6 0.4 0.0
-0.2 -0.2 0.1
0.1 0.0 -0.4
-0.3 -0.3 0.3
0.4 0.3 0.0
0.0 -0.2 -0.5
-0.2 0.0 0.1
0.3 0.2 0.5
-1.7 -0.1 -0.1
0.7 -0.4 -0.3
0.9 0.4 0.1
0.2 0.1 -0.1
0.3 -0.1 0.4
0.7 0.4 -0.5
-1.1 -0.4 -0.1
-0.5 -0.1 0.0
-0.1 0.2 -0.2
-0.2 -0.3 0.2
0.1 0.0 -0.1
-0.3 0.0 -0.4
0.5 -0.3 -0.3
0.0 0.1 0.5
-0.1 0.1 0.0
-0.7 0.3 0.4
0.1 0.2 -0.1
-0.3 0.0 0.2
-0.2 -0.1 0.2
0.1 -0.1 -0.3
0.2 0.2 0.1
-0.3 -0.1 0.1
0.1 -0.2 -0.1
-0.2 0.0 -0.2
-0.2 0.3 0.4
-0.2 -0.4 0.0
0.3 0.0 -0.1
-0.2 -0.1 0.1
0.6 0.1 0.0
0.1 0.1 0.2
0.2 -0.1 0.1
0.0 0.0 -0.1
0.0 0.0 -0.2
0.1 -0.1 -0.1
0.3 -0.1 0.0
0.3 -0.1 0.4
-0.1 0.2 0.1
-0.3 0.2 0.3
0.1 -0.1 -0.1
0.1 0.0 0.0
0.0 -0.1 -0.1
0.0 -0.3 0.1
-0.2 0.1 -0.1
0.1 0.2 0.1
0.4 -0.1 -0.6
0.0 0.2 0.1
-0.2 -0.1 -0.2
0.1 0.0 0.1
-0.2 0.0 0.4
0.0 0.0 -0.1
0.1 0.0 -0.1
0.1 0.0 -0.1

**Orbital gap**: 6.58 eV
**Calculated total energy**: -97396.024 eV
**HOMO level**: -8.04 eV
**Maximum force**: 1.7 eV/Å

=====

No. 4
# C18H21FN2O7PS2

A cluster of 2 separate species, C18H21FN2O7PS2 in total in a non-equilibrium geometry (wB97M-V/def2-TZVPD, the OMol25 dataset).

Atoms and positions in Å:
C: 2.11445 -2.60572 2.32373
C: 0.70433 -2.99770 2.00271
O: -0.13628 -1.82240 2.06095
P: -1.68906 -2.00649 1.59682
C: -1.72018 -1.24304 0.01331
C: -2.31159 -1.81449 -1.08937
N: -2.84730 -2.22407 -2.06062
O: -2.19298 -3.39730 1.69763
O: -2.40871 -0.98862 2.66603
C: -2.34269 -1.35453 4.08144
C: -3.66068 -1.09744 4.78197
H: 2.70988 -3.51543 2.39925
H: 2.54011 -1.96654 1.54284
H: 2.15490 -2.08566 3.28708
H: 0.61984 -3.43482 1.00451
H: 0.32138 -3.71662 2.73079
H: -1.49685 -0.19368 -0.02903
H: -2.06526 -2.42461 4.18088
H: -1.53994 -0.75107 4.52991
H: -3.47824 -0.95797 5.84818
H: -4.15550 -0.21102 4.38436
H: -4.30633 -1.97104 4.66877
C: 1.39331 3.50919 2.76054
C: 2.11406 4.03507 1.68029
C: 2.52416 3.19677 0.64260
C: 2.15449 1.84605 0.67085
S: 2.73928 0.77976 -0.65812
N: 1.27802 0.83185 -1.74058
F: 0.34310 -0.23256 -1.16172
S: 1.74732 0.17205 -3.37071
C: 0.27141 0.55024 -4.32874
C: -0.79049 -0.34731 -4.34951
C: -1.90781 -0.06060 -5.13550
C: -1.95084 1.10312 -5.90712
C: -0.87057 1.99155 -5.88104
C: 0.25293 1.71221 -5.10233
O: 2.76965 1.04354 -3.88555
O: 1.92264 -1.24970 -3.28239
O: 3.77990 1.52982 -1.30893
O: 2.94381 -0.56647 -0.19280
C: 1.41935 1.31336 1.72610
C: 1.04861 2.15209 2.78399
H: 1.09793 4.15799 3.58693
H: 2.36369 5.09705 1.64355
H: 3.08549 3.58227 -0.20831
H: -0.76062 -1.22984 -3.71451
H: -2.74294 -0.75784 -5.13064
H: -2.82118 1.31272 -6.53070
H: -0.89883 2.90415 -6.47465
H: 1.09485 2.39934 -5.05998
H: 1.09903 0.27041 1.68391
H: 0.48696 1.73399 3.62292

Force components x, y, z for each atom (eV/Å):
0.3 0.2 0.0
-0.7 0.3 0.0
0.2 -0.4 0.8
-0.4 0.6 -1.8
-0.2 -0.5 1.9
-1.5 -0.6 -1.8
1.0 0.5 1.2
0.4 0.2 0.4
0.2 -0.6 0.6
0.7 -0.1 -0.7
0.0 -0.3 -0.2
0.2 0.0 0.0
-0.1 -0.1 0.2
0.0 0.0 -0.1
0.1 0.0 0.0
0.0 -0.1 -0.1
0.0 0.2 0.1
-0.1 0.6 -0.1
-0.1 -0.1 -0.1
0.0 0.0 0.1
0.0 0.0 0.0
-0.2 0.2 -0.1
0.1 -0.3 -0.2
0.0 -0.3 0.0
-0.3 0.0 -0.1
0.1 0.0 0.1
-0.3 0.3 0.7
0.2 -1.9 0.2
2.0 1.9 -1.1
-0.8 0.0 -0.7
0.0 -0.1 0.1
0.0 0.1 0.3
0.1 0.0 -0.1
0.3 -0.2 0.2
0.1 -0.2 0.0
-0.1 0.2 0.2
-0.3 -0.4 0.7
0.0 0.9 0.1
-0.6 -0.6 0.0
-0.2 1.1 -0.4
-0.2 0.0 -0.1
0.1 0.1 -0.2
0.1 -0.2 -0.3
0.0 -0.3 0.1
-0.1 -0.1 0.3
-0.1 0.0 -0.1
0.2 0.1 0.0
0.2 0.0 0.2
0.0 -0.2 0.1
-0.2 -0.2 -0.1
0.1 0.2 0.2
0.1 0.2 -0.3

**Orbital gap**: 5.77 eV
**Calculated total energy**: -69995.263 eV
**HOMO level**: -3.53 eV
**Maximum force**: 3.0 eV/Å
**Charge**: -1

=====

Question: Among the records above, which one has the highest maximum force?
Answer: C18H21F12N7O12S4Zn2

=====

Question: What is the formula in the first record?
Answer: C18H21F12N7O12S4Zn2

=====

Question: What is the formula in the second record?
Answer: C18H21F24NO6S2

=====

Question: What is the maximum force in the second record?
Answer: 2.2 eV/Å